Entry 1:
C14H22ClI2O3P2Ru as an isolated structure in a non-equilibrium geometry, computed with ωB97M-V/def2-TZVPD.

Computed properties:
Total charge: +3
E: -70871.052 eV
Highest occupied orbital energy (spin up / spin down): -18.82 / -18.81 eV
Relative energy (zero: lowest compared OMol25 entry of this formula, charge and spin): 2.21 kcal/mol
Spin multiplicity: 5
Max |F|: 5.0 eV/Å

The geometry in XYZ format:
```
45
Properties=species:S:1:pos:R:3:mulliken_spin:R:1
I 1.721 2.390 2.277 0.813
I 0.591 3.974 -0.547 0.901
Ru 0.364 1.184 0.242 0.660
P -1.475 1.981 1.380 0.202
C -1.960 0.758 2.628 0.021
C -1.545 3.575 2.273 0.014
H -2.592 3.751 2.538 0.003
H -3.703 2.647 0.794 0.017
H -1.189 4.381 1.624 -0.001
H -2.590 2.725 -0.614 0.000
H -1.064 0.397 3.146 -0.001
H -0.927 3.526 3.173 0.008
C -2.894 2.136 0.257 0.042
H -2.636 1.237 3.344 0.025
H -3.192 1.118 -0.046 -0.002
H -2.460 -0.081 2.115 -0.008
P 2.347 1.166 -0.930 0.119
C 3.051 -0.511 -0.860 0.027
C 2.202 1.553 -2.712 0.032
H 3.445 3.266 -0.366 -0.003
H 4.561 2.143 -1.198 0.001
H 4.154 1.897 0.533 0.006
C 3.770 2.222 -0.440 0.028
H 1.815 2.572 -2.823 0.002
H 3.186 1.474 -3.190 0.012
H 3.951 -0.572 -1.487 0.011
H 2.300 -1.228 -1.218 -0.004
H 1.502 0.850 -3.173 -0.003
H 3.308 -0.752 0.181 0.002
C 0.586 -0.427 1.132 0.002
O 0.712 -1.454 1.668 0.025
Cl 0.244 -6.727 -0.350 0.231
C -0.447 -5.179 -0.569 0.248
C -1.604 -4.825 0.142 0.092
C -2.103 -3.511 0.036 0.004
C -1.441 -2.570 -0.781 0.147
C -0.366 -2.979 -1.585 0.004
C 0.126 -4.287 -1.491 0.134
C -1.811 -1.086 -0.726 0.064
O -2.905 -0.850 -0.160 0.067
O -0.973 -0.232 -1.209 0.056
H -2.095 -5.564 0.774 -0.001
H -3.002 -3.228 0.601 -0.001
H 0.077 -2.263 -2.273 0.002
H 0.961 -4.597 -2.110 -0.001
```



Entry 2:
C54H66As3N3P3PtS2Se2Si as an isolated structure, computed with ωB97M-V/def2-TZVPD.

Computed properties:
Total charge: +1
E: -435401.420 eV
Highest occupied orbital energy (spin up / spin down): -8.59 / -10.20 eV
Relative energy (zero: lowest compared OMol25 entry of this formula, charge and spin): 39.92 kcal/mol
Spin multiplicity: 5
Max |F|: 0.5 eV/Å

The geometry in XYZ format:
```
135
Properties=species:S:1:pos:R:3:mulliken_spin:R:1
Pt 0.275 0.063 0.004 0.843
Se 6.196 -1.042 3.936 -0.002
P 4.709 0.377 4.298 0.012
C 5.350 2.071 4.344 -0.009
C 6.336 2.402 3.416 0.004
C 6.825 3.698 3.360 0.001
C 6.346 4.660 4.240 0.000
C 5.370 4.329 5.170 0.000
C 4.863 3.038 5.217 0.001
C 3.822 0.069 5.841 -0.010
C 2.546 -0.486 5.851 0.007
C 1.938 -0.814 7.056 0.003
C 2.602 -0.583 8.251 0.000
C 3.882 -0.042 8.245 0.000
C 4.497 0.274 7.045 0.001
C 3.304 0.570 3.093 0.028
C 2.668 -0.204 2.096 0.258
N 1.628 0.503 1.587 0.265
N 1.686 1.788 2.238 -0.048
N 2.729 1.754 3.218 0.341
P 3.021 -1.802 1.294 0.043
Se 1.894 -1.942 -0.519 0.195
C 2.642 -3.117 2.462 -0.012
C 1.759 -4.129 2.095 0.002
C 1.479 -5.155 2.989 0.003
C 2.078 -5.169 4.240 0.002
C 2.964 -4.163 4.604 -0.001
C 3.250 -3.138 3.717 0.021
C 4.775 -1.841 0.927 0.037
C 5.518 -2.993 1.152 0.014
C 6.860 -3.019 0.801 0.003
C 7.450 -1.903 0.228 0.003
C 6.698 -0.760 -0.021 0.003
C 5.359 -0.729 0.324 0.005
H 6.731 1.635 2.759 -0.002
H 7.591 3.954 2.640 0.000
H 6.740 5.668 4.206 0.000
H 5.004 5.077 5.862 0.000
H 4.086 2.791 5.929 0.000
H 2.029 -0.681 4.919 -0.003
H 0.947 -1.251 7.059 0.000
H 2.126 -0.835 9.190 0.000
H 4.405 0.123 9.178 0.000
H 5.507 0.667 7.038 0.000
H 1.292 -4.106 1.119 -0.002
H 0.793 -5.942 2.706 0.000
H 1.861 -5.973 4.932 0.000
H 3.445 -4.180 5.574 0.000
H 3.979 -2.386 3.992 -0.016
H 5.059 -3.858 1.613 0.001
H 7.447 -3.910 0.983 0.000
H 8.501 -1.922 -0.030 0.000
H 7.158 0.102 -0.486 0.000
H 4.764 0.154 0.118 -0.027
C -2.285 2.803 -1.599 0.006
As -1.612 2.311 0.166 0.153
C -3.176 1.342 0.809 -0.002
C -1.940 4.111 0.927 0.064
C -1.734 4.474 2.411 -0.032
C -1.741 6.009 2.479 0.007
C -0.352 4.027 2.933 -0.001
As -0.175 2.078 3.118 0.066
C 2.073 2.825 1.230 0.038
C 0.467 2.061 4.944 0.025
C -2.885 3.871 3.261 0.008
As -3.559 4.887 4.824 0.000
C -5.116 3.731 5.084 0.000
C -2.460 4.061 6.220 0.001
H -3.226 3.342 -1.489 0.004
H -2.458 1.918 -2.209 0.010
H -1.559 3.437 -2.106 0.001
H -4.066 1.966 0.733 0.000
H -3.028 1.031 1.841 0.001
H -3.309 0.453 0.193 0.004
H -2.975 4.330 0.655 0.004
H -1.313 4.758 0.307 0.011
H -0.983 6.421 1.809 0.000
H -1.536 6.369 3.488 0.000
H -2.713 6.408 2.182 0.000
H -0.164 4.454 3.920 -0.001
H 0.413 4.419 2.264 0.004
H 2.288 3.746 1.761 0.008
H 1.266 2.935 0.510 0.001
H 2.975 2.462 0.741 -0.008
H 1.216 2.831 5.116 -0.001
H 0.879 1.087 5.192 -0.020
H -0.409 2.243 5.568 -0.003
H -2.640 2.862 3.611 -0.001
H -3.772 3.757 2.633 0.000
H -5.870 3.959 4.331 0.000
H -5.544 3.929 6.066 0.000
H -4.847 2.676 5.018 0.000
H -1.421 4.382 6.142 0.000
H -2.518 2.972 6.173 0.000
H -2.840 4.388 7.188 0.000
C -1.875 -5.140 -4.283 0.009
Si -0.234 -4.298 -4.149 0.000
C 0.350 -3.690 -5.790 0.016
C 1.030 -5.329 -3.270 0.004
C -0.512 -2.801 -3.079 0.301
C -0.715 -1.807 -2.402 -0.152
H -1.828 -5.954 -5.011 0.000
H -2.638 -4.430 -4.614 -0.003
H -2.191 -5.559 -3.325 0.000
H 0.457 -4.529 -6.483 0.001
H 1.315 -3.186 -5.713 0.000
H -0.372 -2.985 -6.207 -0.004
H 1.427 -6.118 -3.914 0.000
H 0.591 -5.799 -2.387 0.000
H 1.864 -4.705 -2.940 -0.001
S -2.609 -0.645 -6.044 0.493
P -3.473 -0.413 -4.294 0.304
S -1.164 -0.423 -1.618 0.535
C -4.541 -1.828 -3.876 0.027
C -4.278 -2.619 -2.762 -0.004
C -5.088 -3.713 -2.474 0.003
C -6.161 -4.016 -3.296 -0.002
C -6.431 -3.227 -4.409 0.008
C -5.626 -2.138 -4.700 0.018
C -4.545 1.054 -4.240 0.060
C -4.175 2.193 -4.954 0.036
C -4.933 3.350 -4.859 -0.014
C -6.058 3.384 -4.043 0.030
C -6.420 2.258 -3.317 -0.012
C -5.663 1.096 -3.408 0.025
H -3.435 -2.391 -2.120 -0.009
H -4.874 -4.328 -1.609 0.000
H -6.789 -4.870 -3.075 0.000
H -7.269 -3.463 -5.053 0.001
H -5.831 -1.528 -5.571 0.010
H -3.305 2.161 -5.599 0.006
H -4.649 4.227 -5.428 -0.001
H -6.654 4.286 -3.979 0.002
H -7.297 2.278 -2.684 -0.001
H -5.952 0.220 -2.840 0.002
```



Entry 3:
One molecule with the formula C5H11NOS in a non-equilibrium geometry, computed with ωB97M-V/def2-TZVPD.

Computed properties:
E: -19730.488 eV
Highest occupied orbital energy (spin up / spin down): -8.35 / -8.57 eV
Relative energy (zero: lowest compared OMol25 entry of this formula, charge and spin): 152.38 kcal/mol
Max |F|: 4.4 eV/Å

The geometry in XYZ format:
```
19
Properties=species:S:1:pos:R:3:nbo_charge:R:1
C 1.111 0.465 0.326 -0.563
C -0.038 1.812 -1.560 -0.273
C 0.176 1.594 -0.098 -0.348
C -1.114 1.461 0.605 -0.613
C -0.401 -3.015 0.397 -0.477
N -0.479 -1.588 0.104 -0.649
O 1.876 -1.938 -0.639 -0.973
S 0.758 -1.073 -0.742 1.523
H 2.192 0.727 0.151 0.248
H 0.668 0.208 1.320 0.250
H -0.999 2.442 -1.804 0.184
H 0.801 1.806 -2.119 0.156
H 0.591 2.485 0.169 0.228
H -1.915 2.118 0.153 0.212
H -0.938 1.858 1.636 0.200
H -1.372 0.410 0.696 0.245
H -0.242 -3.063 1.456 0.219
H 0.543 -3.296 0.007 0.219
H -1.218 -3.412 -0.058 0.213
```